{
  "formula": "C9H15FeO9",
  "method": "ωB97M-V with the def2-TZVPD basis set",
  "multiplicity": 6,
  "relative_energy_kj_mol": 302.98,
  "total_energy_ev": -62390.6585,
  "orbital_gap_ev": [10.14, 8.77],
  "homo_ev": [-9.4226, -9.3687],
  "fmax_ev_per_a": 7.0,
  "symbols": ["Fe", "C", "C", "O", "O", "H", "H", "H", "C", "C", "O", "O", "H", "H", "H", "C", "C", "O", "O", "H", "H", "H", "C", "O", "C", "O", "O", "C", "H", "H", "H", "H", "H", "H"],
  "coordinates": [[0.131, 0.496, -0.675], [-2.191, -1.067, -3.731], [-1.326, -0.498, -2.547], [-0.949, -1.114, -1.550], [-1.041, 0.691, -2.357], [-3.207, -1.254, -3.382], [-1.764, -1.972, -4.164], [-2.248, -0.362, -4.560], [3.985, -0.632, -1.928], [2.552, -0.180, -1.438], [1.900, -0.820, -0.637], [1.894, 0.796, -1.743], [4.764, 0.101, -1.718], [4.062, -0.969, -2.962], [4.272, -1.419, -1.231], [-0.643, 3.902, 1.514], [-0.337, 2.656, 0.737], [0.711, 1.988, 0.658], [-1.251, 1.995, 0.072], [-1.652, 3.743, 1.896], [-0.623, 4.771, 0.856], [0.021, 3.938, 2.378], [-0.874, 0.826, 3.466], [-1.028, -0.530, 3.270], [-0.593, -1.177, 2.106], [-0.096, -0.604, 1.074], [-0.938, -2.540, 2.134], [-0.377, -3.403, 1.103], [0.017, 1.322, 3.083], [-0.839, 0.885, 4.554], [-1.756, 1.266, 3.000], [-1.113, -4.082, 0.673], [0.376, -3.893, 1.720], [0.160, -2.858, 0.326]],
  "forces_ev_per_angstrom": [[0.1, 0.1, -0.4], [1.1, 0.7, 0.6], [-1.2, 0.2, -0.1], [0.5, -5.0, 1.8], [0.1, 4.3, -2.8], [0.2, -0.1, 0.2], [0.0, -0.1, 0.5], [0.1, 0.3, 0.3], [-0.8, 0.4, 1.4], [1.8, -1.1, -0.4], [-0.5, -4.9, 3.6], [-0.7, 5.8, -3.8], [-0.4, 0.6, -0.4], [-0.4, 0.1, 0.1], [-0.3, -0.4, -0.3], [0.0, -1.1, 0.1], [-2.2, -3.4, -2.3], [3.5, 1.2, 1.3], [-0.9, 1.8, 0.6], [-0.1, 0.3, -0.2], [0.2, 0.0, 0.3], [0.2, 0.5, -0.3], [-0.2, 1.6, 0.2], [1.6, -4.8, -3.1], [-0.8, 0.6, -2.3], [-1.9, -2.3, 4.8], [0.3, 3.9, 0.2], [1.3, 0.4, 0.7], [0.2, -0.6, -0.3], [-0.4, 0.6, -0.1], [0.0, 0.6, 0.4], [-0.1, 0.3, 0.4], [0.0, -0.8, -0.6], [-0.4, 0.2, 0.0]]
}